{
  "formula": "C4H5N3O",
  "method": "ωB97M-V with the def2-TZVPD basis set",
  "energy_ha": -394.6836,
  "largest_force_ev_per_a": 8.8,
  "lumo_energy_ha": 0.01347,
  "species": ["C", "C", "C", "C", "H", "H", "H", "H", "H", "N", "N", "N", "O"],
  "xyz": [[-1.727, -0.266, -0.015], [0.142, 0.473, 0.374], [1.433, 0.802, -0.049], [-0.203, -0.850, -0.130], [-1.810, 1.843, -0.081], [-0.047, 0.564, 1.608], [2.103, 1.574, -0.085], [1.441, -2.008, -0.824], [-0.352, -0.515, -1.100], [-1.192, 1.005, -0.140], [1.991, -0.395, 0.009], [1.050, -1.438, 0.290], [-2.830, -0.790, 0.143]],
  "forces_ev_per_angstrom": [[-2.58, -2.48, 1.78], [-5.67, 5.08, 4.37], [1.76, -5.13, 0.40], [-1.08, 2.10, 1.79], [1.28, -0.92, 0.42], [1.17, -0.36, -2.85], [0.96, 2.23, -0.22], [-1.51, 0.92, 4.77], [1.56, -1.02, -3.34], [-1.68, -0.35, -0.12], [0.93, 1.80, 0.00], [2.13, -3.79, -6.25], [2.72, 1.94, -0.75]],
  "mulliken_charge": [0.25, 0.36, -0.54, -0.05, 0.25, 0.23, 0.46, 0.37, 0.35, -0.29, -0.37, -0.42, -0.58]
}

=====

{
  "formula": "C4H5N3O",
  "method": "ωB97M-V with the def2-TZVPD basis set",
  "energy_ha": -394.7350,
  "largest_force_ev_per_a": 5.5,
  "lumo_energy_ha": -0.01487,
  "species": ["C", "N", "N", "C", "C", "N", "O", "C", "H", "H", "H", "H", "H"],
  "xyz": [[-1.850, -1.625, -0.035], [-1.089, -0.654, -0.323], [0.180, -1.097, 0.403], [1.117, -0.154, 0.158], [2.462, -0.701, -0.066], [3.427, -1.318, -0.182], [0.964, 1.152, -0.172], [-0.036, 2.010, 0.071], [-2.937, -1.640, -0.681], [-1.164, -2.631, 0.500], [-0.812, 1.677, 0.756], [0.475, 2.830, 0.449], [-0.737, 2.152, -0.878]],
  "forces_ev_per_angstrom": [[-1.06, -2.85, -2.00], [1.09, -1.11, 2.81], [2.13, 4.16, -2.50], [-2.69, -1.38, -0.36], [-0.23, 0.06, 0.99], [-0.34, 0.51, -0.11], [3.63, -4.03, -0.80], [-4.99, 0.02, -1.56], [3.04, -0.23, 2.34], [-3.07, 2.78, -1.32], [0.37, -0.34, 0.61], [0.18, 2.17, 0.33], [1.95, 0.23, 1.57]],
  "mulliken_charge": [-0.33, -0.20, -0.33, 0.54, 0.12, -0.35, -0.27, -0.66, 0.24, 0.32, 0.35, 0.31, 0.23]
}

=====

{
  "formula": "C4H5N3O",
  "method": "ωB97M-V with the def2-TZVPD basis set",
  "energy_ha": -394.9003,
  "largest_force_ev_per_a": 5.0,
  "lumo_energy_ha": 0.03187,
  "species": ["H", "N", "C", "N", "C", "N", "C", "C", "O", "H", "H", "H", "H"],
  "xyz": [[0.307, -0.047, -3.035], [-0.292, 0.150, -2.203], [0.411, -0.279, -1.229], [1.689, -0.727, -1.287], [-0.140, -0.095, 0.158], [0.358, -0.245, 1.347], [-0.580, 0.262, 2.242], [-1.670, 0.615, 1.508], [-1.391, 0.371, 0.188], [2.310, -0.699, -0.449], [2.138, -0.428, -2.099], [-0.504, 0.299, 3.235], [-2.636, 0.825, 1.624]],
  "forces_ev_per_angstrom": [[-0.86, 0.45, 0.21], [0.93, -0.93, -0.68], [-0.55, 1.15, 1.56], [0.99, -0.84, 2.04], [-0.68, -0.23, 0.31], [1.12, 0.40, -0.08], [-1.34, -0.34, -4.78], [3.70, -1.51, -1.27], [-0.35, 0.44, 0.35], [-1.25, -0.04, -0.91], [1.03, 0.26, -1.41], [0.72, -0.04, 3.59], [-3.47, 1.24, 1.06]],
  "mulliken_charge": [0.20, -0.56, 0.16, -0.50, 0.73, -0.58, -0.43, -0.19, -0.28, 0.28, 0.20, 0.48, 0.47]
}

=====

{
  "formula": "C4H5N3O",
  "method": "ωB97M-V with the def2-TZVPD basis set",
  "energy_ha": -394.7540,
  "largest_force_ev_per_a": 6.1,
  "lumo_energy_ha": 0.02842,
  "species": ["C", "N", "N", "O", "C", "N", "C", "C", "H", "H", "H", "H", "H"],
  "xyz": [[-1.469, 0.856, -0.113], [-2.799, 0.532, -0.044], [-2.854, -0.769, -0.009], [-1.706, -1.369, -0.139], [-0.848, -0.346, -0.044], [0.511, -0.828, -0.201], [1.484, -0.174, 0.693], [1.622, -0.034, -0.748], [-1.112, 1.940, 0.045], [2.153, -1.010, 1.150], [1.170, 0.601, 1.501], [2.412, -0.568, -1.151], [1.434, 1.169, -0.942]],
  "forces_ev_per_angstrom": [[0.37, 1.20, 1.35], [0.49, -2.37, 0.32], [-5.24, 1.54, -0.65], [1.60, 1.89, 1.09], [4.74, -0.57, -2.60], [-0.99, 0.98, 0.85], [1.12, -2.43, 3.64], [-2.42, 5.46, 1.09], [-0.50, -2.22, -0.61], [-1.11, 1.77, -0.46], [0.43, -1.12, -2.07], [1.04, -0.70, -1.39], [0.47, -3.43, -0.55]],
  "mulliken_charge": [-0.23, -0.32, -0.13, -0.05, 0.43, -0.24, -0.36, -0.33, 0.30, 0.21, 0.26, 0.28, 0.19]
}

=====

no.,HOMO level (eV)
1,-9.65
2,-9.88
3,-9.33
4,-9.97